Here is a single C5H9NO molecule from the OMol25 dataset. Energies are from ωB97M-V/def2-TZVPD.

XYZ file:
```
16
Properties=species:S:1:pos:R:3
N -1.95468 1.98020 0.10706
C -0.91123 1.64231 -0.26631
C 0.46405 1.34298 -0.67545
C 1.21142 0.30309 0.18400
C 0.68855 -1.13316 0.07492
C -0.77701 -1.29548 0.48210
O -1.63338 -0.65055 -0.43933
H 0.48159 1.04955 -1.73106
H 0.95669 2.31645 -0.59238
H 1.19800 0.62931 1.23236
H 2.26199 0.33564 -0.13590
H 0.81730 -1.50027 -0.95270
H 1.30791 -1.77558 0.71932
H -0.90338 -0.91137 1.50586
H -1.03518 -2.36095 0.48888
H -2.17266 0.02785 -0.00136
```

Properties
Energy relative to the best compared isomer or geometry (same formula, charge and spin) (kcal/mol): 31.1
E (hartree): -325.887996
LUMO level (eV): 0.87
Frontier orbital gap (eV): 10.9

---

Here is C6H13NO as an isolated structure from the OMol25 dataset. Energies are from ωB97M-V/def2-TZVPD.

XYZ file:
```
21
Properties=species:S:1:pos:R:3
C -0.83788 1.30291 -0.49645
C -0.80445 1.01416 -1.99247
C -0.71304 -0.45464 -2.31819
O -1.06749 -1.38944 -1.50254
C 0.42609 0.66049 0.11230
N 0.29587 0.02949 1.44861
C 1.64635 -0.17072 1.91634
C -0.45299 -1.33430 1.35625
H -1.67091 0.79625 0.04681
H -0.99997 2.40645 -0.24942
H -1.27662 1.79296 -2.64127
H 0.29249 0.16520 -2.23988
H -0.99197 -0.69111 -3.37099
H 1.09280 1.55441 0.12888
H 0.73807 -0.12560 -0.58004
H 2.17215 -0.97567 1.38618
H 2.29977 0.67072 1.89149
H 1.73987 -0.49693 2.94751
H -0.22215 -1.77349 2.32509
H -0.16564 -1.92943 0.59926
H -1.50035 -1.05171 1.23252
```

Properties
Energy relative to the best compared isomer or geometry (same formula, charge and spin) (kcal/mol): 139.0
E (hartree): -366.212455
LUMO level (eV): -0.47
Frontier orbital gap (eV): 8.1

---

Here is a 2-piece molecular cluster, C31H29N3O4S overall from the OMol25 dataset. Energies are from ωB97M-V/def2-TZVPD.

XYZ file:
```
68
Properties=species:S:1:pos:R:3
C 0.69073 -5.00773 -2.62394
C 1.57068 -5.43607 -1.62578
C 2.35194 -4.50953 -0.92638
C 2.23044 -3.14631 -1.21026
S 3.21227 -1.90789 -0.32798
C 2.20572 -1.47157 1.00855
C 2.60957 -0.63639 2.05864
C 1.72558 -0.37380 3.17603
C 2.09587 0.46037 4.21379
C 3.36577 1.09250 4.19525
N 3.76890 2.00083 5.20369
O 4.90502 2.52637 5.09842
O 2.99640 2.25527 6.15442
C 4.26015 0.84005 3.13257
C 3.90149 0.00004 2.10650
O 4.40793 -2.61391 0.08081
O 3.32204 -0.81262 -1.27307
C 1.37995 -2.72355 -2.23387
C 0.60427 -3.64588 -2.93537
H 0.08369 -5.73061 -3.17525
H 1.65617 -6.49956 -1.39411
H 3.05862 -4.84407 -0.16869
H 1.24294 -1.97461 1.01983
H 0.74993 -0.86198 3.18482
H 1.43493 0.65856 5.05633
H 5.23057 1.32760 3.14751
H 4.62002 -0.18859 1.31388
H 1.34563 -1.66743 -2.48786
H -0.04989 -3.29759 -3.73532
C -3.12210 2.84299 4.81090
N -3.63935 2.56063 3.48808
C -5.08150 2.63977 3.37698
C -2.80788 2.39349 2.37725
C -2.48230 1.09278 1.91408
C -1.69840 0.92940 0.78765
C -1.20667 2.04274 0.06632
C -0.49254 1.87381 -1.16175
C -0.82792 0.90770 -2.10422
C -0.10423 0.67054 -3.34860
C 1.09698 1.14443 -3.84536
C 1.54120 0.66895 -5.08812
C 0.80820 -0.29047 -5.80713
C -0.39566 -0.80269 -5.29440
C -0.83237 -0.28924 -4.08100
N -1.94728 -0.65943 -3.31696
C -2.96215 -1.61415 -3.73570
C -1.94293 0.02321 -2.14169
C -1.48089 3.34237 0.57602
C -2.27703 3.51623 1.69267
H -2.02659 2.79033 4.81126
H -3.44283 3.84164 5.14216
H -3.52143 2.10623 5.52193
H -5.39626 2.44985 2.34400
H -5.54284 1.89661 4.04125
H -5.43208 3.63563 3.68812
H -2.87152 0.23081 2.45731
H -1.47440 -0.07247 0.42442
H 0.26381 2.60166 -1.44727
H 1.66536 1.85866 -3.25230
H 2.47477 1.04700 -5.50314
H 1.17298 -0.65134 -6.76860
H -0.97454 -1.57286 -5.80065
H -2.67132 -2.03146 -4.70501
H -3.05189 -2.43555 -3.00925
H -3.94755 -1.13268 -3.83359
H -2.73382 -0.09139 -1.41115
H -1.09490 4.20854 0.03692
H -2.51745 4.51584 2.06536
```

Properties
E (hartree): -2061.868702
LUMO level (eV): -3.01
Frontier orbital gap (eV): 2.6

---

Here is C15H24BrN2O as an isolated structure from the OMol25 dataset. Energies are from ωB97M-V/def2-TZVPD.

XYZ file:
```
43
Properties=species:S:1:pos:R:3
C 2.38872 -1.76343 5.01993
C 1.09840 -1.87470 4.24921
N 1.18163 -1.73149 2.69527
H 2.05961 -2.22995 2.50593
C 1.56136 -0.20306 2.54282
C 1.53808 -0.23132 1.08473
N 0.25609 -0.76075 0.53173
C 0.32874 -2.18217 0.60726
C 0.14045 -2.37158 2.14067
H -0.83639 -1.71082 2.49244
H -0.11622 -3.56401 2.31528
H -0.56826 -2.67776 0.11867
H 1.20086 -2.61199 0.38116
C 0.25941 -0.54122 -1.16030
H 0.74253 0.56785 -1.27375
C -1.20214 -0.69293 -1.54562
O -1.33483 0.23271 -2.71254
C -1.49384 1.46401 -2.65009
C -1.46992 2.19623 -1.71665
C -1.73908 3.49615 -1.55568
C -1.63809 4.19451 -2.79244
C -1.82394 3.33059 -3.92487
C -1.62195 2.03584 -4.03056
C -1.66835 1.23080 -5.17600
H -2.14297 0.53402 -5.45346
H -0.61652 0.80424 -5.36709
H -1.56437 2.11737 -5.98212
H -1.79836 3.94001 -5.07253
Br -2.00211 6.06267 -2.72207
H -1.73758 4.16611 -0.62850
H -1.37682 1.63743 -0.69717
H -1.16975 -1.66878 -1.96675
H -1.87443 -0.38148 -0.91975
H 1.05751 -1.05369 -1.56590
H 1.68331 0.83029 0.78317
H 2.39067 -0.88825 0.48953
H 2.42815 0.08111 2.90585
H 0.26052 0.13564 2.87944
H 0.38042 -1.34744 4.72453
H 0.72667 -3.19534 4.52857
H 2.65991 -0.66842 5.03186
H 2.19542 -2.22763 6.18934
H 3.25746 -2.47937 4.69649
```

Properties
Energy relative to the best compared isomer or geometry (same formula, charge and spin) (kcal/mol): 320.1
E (hartree): -3343.987114
LUMO level (eV): -2.86
Frontier orbital gap (eV): 7.2
Total charge: +1